1.
48
Properties=species:S:1:pos:R:3 method="wB97M-V/def2-TZVPD" smiles="CN(C)S(=O)(=O)Oc1ccc2c(c1)C(C)(C)c1[nH]c3cc(C#N)ccc3c1C2=O" e_above_lowest_kcal_mol=107.48 max_force_ha_per_bohr=0.101 orbital_gap_ha=0.3156 total_energy_ha=-1674.9496
S 2.02 -3.82 -2.61
O 2.50 -3.40 -3.89
O -1.97 2.23 -2.05
O 0.66 -4.39 -2.56
O 2.38 -2.62 -1.41
N 3.14 -5.05 -2.08
N -1.52 2.53 2.40
N -5.52 6.66 3.80
C -2.74 3.23 0.72
C -0.95 1.93 1.32
C -5.07 5.88 3.01
C -3.58 3.84 2.93
C 1.39 -0.77 -0.30
C -2.66 3.20 2.12
C 2.75 -6.48 -2.14
C -4.61 4.68 0.92
C -3.74 3.90 0.11
C -4.49 4.71 2.32
C -0.02 -0.18 2.30
C 4.54 -4.70 -1.76
C 0.73 -1.05 -2.51
C 0.49 0.30 -0.12
C 0.27 0.94 1.25
C 1.57 1.70 1.77
C -0.08 0.07 -2.31
C -1.23 1.83 -1.13
C 1.45 -1.52 -1.45
C -0.26 0.71 -1.13
C -1.68 2.32 0.23
H 1.63 -6.68 -2.00
H 4.70 -5.14 -0.75
H -0.58 0.45 -3.17
H 5.19 -5.05 -2.57
H 1.66 2.65 1.24
H -1.06 2.57 3.29
H 3.29 -7.06 -1.35
H 0.77 -0.94 2.38
H -3.39 3.83 4.03
H -3.85 3.92 -1.00
H 4.69 -3.57 -1.67
H 2.44 1.02 1.62
H 2.17 -1.20 0.39
H 2.96 -6.93 -3.17
H -5.28 5.48 0.49
H 0.81 -1.49 -3.49
H 1.35 1.99 2.83
H -0.31 0.17 3.26
H -0.98 -0.69 1.89

2.
47
Properties=species:S:1:pos:R:3 method="wB97M-V/def2-TZVPD" smiles="Cc1noc(NC(=O)c2ccc(NCc3cccc4ccccc34)nn2)c1C" e_above_lowest_kcal_mol=57.16 max_force_ha_per_bohr=0.056 orbital_gap_ha=0.3084 total_energy_ha=-1235.8436
O 1.57 -3.46 1.78
O 3.37 -5.02 0.01
N 1.63 -3.33 -0.48
N -0.40 -1.37 -0.26
N -2.97 0.89 0.82
N 4.29 -5.77 -0.80
N -1.37 -0.46 -0.26
C -2.00 -0.11 0.85
C 2.96 -4.43 -2.10
C -1.17 4.90 1.25
C 4.06 -5.42 -2.03
C -0.01 -2.03 0.86
C -0.90 2.99 -0.79
C -0.08 4.93 0.37
C 2.35 -3.80 -3.37
C 0.06 3.95 -0.60
C -1.67 -0.75 2.06
C -1.24 5.84 2.30
C -3.37 4.93 2.94
C -2.36 5.88 3.13
C -3.34 3.99 1.87
C -3.10 1.85 -0.29
C -2.09 2.99 -0.06
C -0.64 -1.69 2.07
C -2.21 3.95 1.01
C 2.62 -4.23 -0.82
C 1.12 -2.98 0.74
C 4.85 -5.91 -3.19
H 5.75 -6.38 -2.85
H -4.10 2.29 -0.30
H 5.14 -5.10 -3.86
H 4.27 -6.62 -3.75
H -2.18 -0.48 2.98
H -0.41 6.51 2.46
H -0.69 2.21 -1.51
H -2.50 6.61 3.91
H -3.12 1.30 1.74
H 1.94 -4.64 -3.95
H -0.31 -2.11 3.02
H 0.68 5.69 0.46
H -4.23 4.90 3.59
H 1.62 -3.07 -3.13
H 0.99 3.91 -1.14
H -4.17 3.30 1.75
H 1.20 -2.81 -1.25
H 3.11 -3.24 -3.93
H -2.93 1.40 -1.26

3.
46
Properties=species:S:1:pos:R:3 method="wB97M-V/def2-TZVPD" smiles="COc1ccc(/C=C/C(=O)OCc2csc(-c3ccccc3)n2)cc1OC" e_above_lowest_kcal_mol=392.23 max_force_ha_per_bohr=0.327 orbital_gap_ha=0.2607 total_energy_ha=-1564.9145
S -4.36 -0.02 0.05
O 5.29 -2.36 -2.65
O -0.71 1.60 -2.49
O -0.26 1.82 -0.23
O 6.26 -3.18 0.03
N -3.92 2.33 0.47
C 6.91 -3.43 1.27
C 4.84 -2.12 -1.45
C -2.86 0.41 -0.29
C -7.50 3.62 1.97
C 0.10 1.44 -1.57
C -8.64 2.69 2.02
C -2.57 1.76 0.07
C 1.22 0.66 -1.67
C 3.61 -1.00 0.82
C -6.44 3.08 1.58
C 6.55 -3.27 -2.56
C 3.67 -1.33 -1.55
C -1.48 2.48 -0.29
C -8.46 1.21 1.63
C 5.26 -2.35 -0.17
C 4.59 -1.88 0.76
C -7.20 0.85 0.98
C -6.14 1.98 0.87
C 1.97 0.20 -0.42
C -4.94 1.24 0.52
C 3.18 -0.56 -0.40
H -7.83 4.48 2.48
H -5.65 3.77 1.32
H 7.86 -4.26 1.02
H -1.45 3.15 -0.99
H 6.36 -4.12 -2.49
H 7.10 -2.57 1.79
H 6.05 -3.99 1.77
H -2.07 -0.05 -0.67
H -7.03 -0.07 0.79
H 3.16 -0.70 1.74
H 3.32 -1.07 -2.58
H 6.73 -3.43 -3.80
H -9.57 2.92 2.33
H 7.35 -2.66 -2.19
H 1.66 0.54 0.67
H -9.19 0.63 1.49
H -1.35 3.19 0.69
H 1.54 0.42 -2.52
H 5.08 -2.04 1.87

no.,E_HOMO (eV)
1,-8.693
2,-8.302
3,-7.797